# 1
{"formula": "C38H45KN5O2P3S5", "method": "ωB97M-V with the def2-TZVPD basis set", "de_lowest_kcal_mol": 22.2, "homo_energy_ev": [-3.6, -3.7], "gap_ev": [5.804, 5.827], "fmax_ev_per_a": 1.64, "charge": -1, "spin_multiplicity": 2, "lumo_energy_ev": [2.17, 2.17], "s2": 0.790, "elements": ["K", "N", "C", "N", "C", "C", "S", "C", "C", "S", "C", "N", "N", "H", "H", "H", "H", "H", "H", "C", "S", "C", "C", "C", "N", "P", "C", "C", "C", "C", "C", "C", "C", "C", "C", "C", "C", "C", "P", "C", "C", "C", "C", "C", "C", "C", "C", "C", "C", "C", "C", "H", "H", "H", "H", "H", "H", "H", "H", "H", "H", "H", "H", "H", "H", "H", "H", "H", "H", "H", "H", "H", "H", "H", "H", "H", "H", "H", "H", "H", "C", "C", "O", "P", "S", "S", "O", "C", "C", "H", "H", "H", "H", "H", "H", "H", "H", "H", "H"], "coordinates": [[2.0316, 0.7179, -0.2874], [2.2220, -0.3741, 3.4445], [2.7922, -1.2055, 2.5461], [2.8673, -1.0072, 1.2700], [3.4435, -2.0770, 0.6121], [3.8082, -3.1115, 1.4128], [3.4286, -2.7661, 3.0651], [3.6607, -2.0099, -0.8306], [4.2989, -2.9694, -1.5511], [4.4630, -2.4807, -3.2024], [3.6327, -0.8955, -2.7866], [3.2722, -0.8858, -1.5092], [3.4908, 0.0713, -3.6386], [2.0359, 0.5876, 3.1568], [2.4472, -0.5041, 4.4141], [4.2745, -4.0439, 1.1442], [4.7073, -3.9118, -1.2237], [3.9140, -0.1412, -4.5338], [1.4800, 0.3870, -4.3022], [-6.3808, -2.9060, -1.6109], [-5.6011, -1.5442, -2.5136], [-5.2750, -0.4320, -1.1100], [-3.9984, -0.7481, -0.3400], [-2.7484, -0.2496, -1.0700], [-1.4973, -0.4456, -0.3350], [-0.3446, -1.6696, -0.7148], [-1.3648, -3.2140, -0.6568], [-1.2114, -4.0176, 0.4723], [-1.9325, -5.1954, 0.6150], [-2.7979, -5.5994, -0.3901], [-2.9524, -4.8133, -1.5245], [-2.2502, -3.6250, -1.6536], [-0.0876, -1.4586, -2.5136], [-0.0426, -0.1965, -3.0270], [0.4115, 0.0664, -4.4149], [0.4148, -1.1489, -5.2690], [0.4098, -2.3895, -4.7176], [0.2248, -2.5746, -3.3312], [-0.8548, 0.6306, 0.8477], [-1.6998, 2.2020, 0.3974], [-3.0148, 2.5171, 0.7441], [-3.5919, 3.7004, 0.3105], [-2.8635, 4.5886, -0.4700], [-1.5538, 4.2900, -0.8108], [-0.9785, 3.1028, -0.3814], [-1.7733, 0.2103, 2.3838], [-2.3007, -1.0573, 2.6067], [-2.9191, -1.3619, 3.8115], [-2.9970, -0.4070, 4.8144], [-2.4269, 0.8445, 4.6202], [-1.8068, 1.1479, 3.4189], [-6.6168, -3.6751, -2.3436], [-7.2987, -2.5577, -1.1385], [-5.6966, -3.3122, -0.8681], [-6.1492, -0.4862, -0.4596], [-5.2268, 0.5724, -1.5355], [-3.9154, -1.8218, -0.1600], [-4.0502, -0.2556, 0.6334], [-2.8845, 0.8190, -1.2527], [-2.6596, -0.7293, -2.0472], [-0.5081, -3.7138, 1.2409], [-1.8067, -5.8070, 1.5003], [-3.3483, -6.5279, -0.2949], [-3.6222, -5.1250, -2.3172], [-2.3941, -3.0168, -2.5359], [-0.2578, 0.6673, -2.4031], [-0.1099, 0.9092, -4.8805], [0.5253, -1.0199, -6.3393], [0.5141, -3.2648, -5.3495], [0.2535, -3.5679, -2.9076], [-3.5895, 1.8366, 1.3597], [-4.6146, 3.9310, 0.5851], [-3.3158, 5.5155, -0.8009], [-0.9687, 4.9843, -1.4009], [0.0576, 2.9011, -0.6232], [-2.2338, -1.8055, 1.8268], [-3.3382, -2.3488, 3.9683], [-3.4947, -0.6397, 5.7479], [-2.4643, 1.5824, 5.4125], [-1.3364, 2.1137, 3.2698], [4.5533, 6.7708, 2.1124], [3.3589, 5.8391, 2.0590], [3.8268, 4.5018, 2.1909], [2.9842, 3.2527, 1.5563], [2.6220, 3.6901, -0.3398], [1.5053, 2.7582, 2.7654], [4.1178, 2.1125, 1.7199], [5.3363, 2.2245, 0.9699], [6.0361, 0.8817, 0.9898], [4.2255, 7.8087, 2.0345], [5.2305, 6.5538, 1.2857], [5.0963, 6.6382, 3.0493], [2.8312, 5.9519, 1.1099], [2.6606, 6.0529, 2.8744], [5.9590, 2.9999, 1.4243], [5.1054, 2.5242, -0.0550], [6.2527, 0.5784, 2.0155], [6.9748, 0.9557, 0.4394], [5.4082, 0.1210, 0.5238]], "forces_ev_per_angstrom": [[-0.739, 1.456, -0.129], [-0.127, 0.095, 0.038], [0.191, -0.688, 0.248], [0.207, -0.345, 0.491], [0.089, -0.430, 0.466], [-0.033, -0.036, 0.058], [-0.123, 0.320, -0.197], [0.280, -0.275, -0.624], [0.030, -0.200, 0.080], [-0.253, 0.364, 0.078], [0.672, -0.319, -0.719], [0.511, -0.758, -0.154], [-0.225, 0.234, 0.075], [0.060, 0.003, -0.009], [0.018, 0.016, 0.000], [0.012, 0.043, -0.056], [-0.053, 0.045, 0.147], [-0.010, -0.143, 0.023], [-0.188, 0.045, -0.108], [0.177, 0.229, -0.130], [-0.024, 0.008, 0.060], [0.073, -0.210, -0.155], [0.154, 0.077, -0.033], [-0.194, -0.061, 0.132], [0.286, -0.127, -0.134], [-0.340, -0.219, -0.050], [0.136, 0.124, -0.058], [0.045, 0.050, 0.000], [-0.007, -0.044, 0.018], [-0.033, -0.015, 0.008], [-0.079, 0.030, -0.043], [-0.022, 0.034, 0.084], [-0.064, 0.180, 0.132], [-0.153, -0.127, 0.086], [0.316, 0.144, -0.027], [0.082, -0.066, -0.047], [-0.072, -0.030, -0.121], [0.027, 0.051, 0.011], [-0.665, 0.114, 0.195], [-0.008, -0.063, 0.049], [0.050, 0.048, -0.036], [-0.084, -0.033, 0.046], [0.031, 0.002, -0.008], [-0.015, 0.060, -0.069], [-0.012, -0.079, 0.067], [0.165, 0.062, 0.079], [0.000, 0.064, -0.071], [-0.004, -0.019, 0.047], [-0.033, -0.047, 0.003], [0.014, 0.021, 0.041], [0.013, -0.044, -0.061], [-0.019, -0.050, 0.043], [-0.008, -0.072, 0.031], [-0.018, -0.073, 0.029], [-0.009, 0.101, 0.001], [-0.032, 0.041, 0.063], [-0.025, -0.051, 0.076], [0.007, -0.055, 0.049], [0.055, 0.021, -0.126], [-0.002, -0.035, 0.019], [0.002, -0.012, 0.004], [0.024, 0.019, -0.005], [0.008, 0.010, 0.006], [-0.021, -0.001, 0.017], [0.035, 0.020, -0.070], [-0.083, -0.056, 0.035], [-0.054, -0.035, 0.042], [0.025, -0.049, 0.011], [0.020, 0.031, -0.002], [0.021, -0.042, 0.001], [0.002, 0.009, 0.030], [0.008, 0.005, 0.000], [0.008, 0.002, -0.001], [0.012, -0.011, 0.012], [0.025, 0.057, 0.005], [-0.058, -0.020, -0.024], [-0.002, 0.003, -0.016], [0.028, -0.002, 0.011], [0.019, 0.015, -0.024], [-0.066, 0.037, 0.039], [-0.033, -0.151, 0.012], [-0.002, 0.096, 0.056], [-0.029, -0.258, -0.091], [0.381, 0.737, 0.376], [0.045, 0.090, 0.086], [-0.066, 0.096, -0.213], [-0.323, 0.130, -0.157], [0.254, -0.121, -0.095], [-0.158, 0.076, 0.079], [0.003, 0.011, 0.018], [0.005, 0.019, 0.004], [0.010, 0.041, -0.009], [-0.022, -0.022, -0.006], [-0.011, -0.044, -0.020], [-0.069, 0.017, 0.019], [-0.028, 0.014, 0.023], [0.000, -0.026, -0.013], [0.006, -0.042, -0.026], [0.054, -0.011, -0.020]], "mulliken_spin": [-0.01, 0.00, 0.00, 0.00, -0.01, 0.00, 0.00, 0.01, 0.00, 0.00, 0.00, 0.00, 0.01, 0.00, 0.00, 0.00, 0.00, 0.00, 0.09, 0.00, 0.00, 0.00, 0.00, 0.00, -0.03, -0.05, 0.00, 0.00, 0.00, 0.00, 0.00, 0.02, -0.05, 0.30, -0.05, 0.34, -0.13, 0.49, 0.01, 0.00, 0.00, 0.00, 0.00, 0.00, 0.00, 0.00, 0.00, 0.00, 0.00, 0.00, 0.00, 0.00, 0.00, 0.00, 0.00, 0.00, 0.00, 0.00, 0.00, 0.01, 0.00, 0.00, 0.00, 0.00, 0.00, 0.01, 0.03, 0.01, 0.00, 0.03, 0.00, 0.00, 0.00, 0.00, 0.00, 0.00, 0.00, 0.00, 0.00, 0.00, 0.00, 0.00, 0.00, 0.00, 0.00, 0.00, 0.00, 0.00, 0.00, 0.00, 0.00, 0.00, 0.00, 0.00, 0.00, 0.00, 0.00, 0.00, 0.00]}

=====

# 2
{"formula": "C38H46AuNO4Se", "method": "ωB97M-V with the def2-TZVPD basis set", "homo_energy_ev": [-7.5, -7.5], "gap_ev": [5.459, 5.460], "fmax_ev_per_a": 0.65, "lumo_energy_ev": [-2.00, -2.00], "elements": ["Au", "C", "C", "C", "C", "C", "C", "C", "Se", "C", "C", "C", "C", "C", "C", "O", "C", "C", "C", "C", "C", "C", "C", "C", "C", "O", "C", "C", "C", "C", "C", "C", "H", "H", "H", "H", "H", "H", "H", "H", "H", "H", "H", "H", "H", "H", "H", "H", "H", "H", "H", "H", "H", "H", "H", "H", "H", "H", "H", "H", "H", "H", "H", "H", "H", "H", "H", "H", "H", "H", "H", "H", "O", "C", "O", "C", "C", "C", "C", "C", "C", "C", "C", "C", "N", "H", "H", "H", "H", "H", "H"], "coordinates": [[1.3908, 2.2821, -0.5268], [-4.9039, -1.3700, -1.7546], [-3.7632, -2.0107, -2.5436], [-4.0846, -1.8945, -4.0401], [-3.6792, -3.4940, -2.1560], [-2.4266, -1.3360, -2.2509], [-2.2742, -0.2975, -1.3565], [-1.0052, 0.2376, -1.1673], [-0.7693, 1.4911, 0.2455], [-0.1089, 0.3806, 1.6470], [-1.0512, -0.3486, 2.3727], [-0.6153, -1.2646, 3.3010], [0.7791, -1.4096, 3.4401], [1.7270, -0.6941, 2.7403], [1.2736, 0.2959, 1.8111], [2.1058, 1.0693, 1.1747], [3.2272, -0.9441, 2.9069], [3.5101, -2.0841, 3.8878], [3.9241, 0.3159, 3.4414], [3.8231, -1.3344, 1.5449], [-1.5551, -2.1333, 4.1314], [-1.3060, -3.6127, 3.8040], [-3.0220, -1.8170, 3.8447], [-1.2927, -1.8941, 5.6252], [0.1574, -0.1703, -1.8195], [1.3048, 0.4317, -1.6062], [0.0144, -1.2695, -2.7129], [-1.2603, -1.7822, -2.8875], [1.1594, -1.9411, -3.4939], [1.2209, -3.4212, -3.0840], [2.5520, -1.3456, -3.2626], [0.8619, -1.8445, -4.9985], [-5.8421, -1.8713, -1.9984], [-5.0176, -0.3118, -2.0001], [-4.7496, -1.4620, -0.6771], [-5.0425, -2.3716, -4.2602], [-3.3225, -2.3777, -4.6531], [-4.1444, -0.8471, -4.3420], [-4.6341, -3.9909, -2.3432], [-3.4352, -3.6024, -1.0974], [-2.9120, -4.0137, -2.7320], [-3.1103, 0.1022, -0.7959], [-2.1061, -0.2039, 2.1727], [1.1314, -2.1472, 4.1486], [3.1450, -1.8585, 4.8925], [4.5893, -2.2319, 3.9540], [3.0659, -3.0260, 3.5579], [3.4936, 0.6132, 4.4010], [3.8288, 1.1454, 2.7451], [4.9861, 0.1093, 3.5957], [3.3531, -2.2478, 1.1720], [4.8946, -1.5221, 1.6510], [3.6824, -0.5448, 0.8093], [-1.4690, -3.8044, 2.7416], [-1.9837, -4.2492, 4.3781], [-0.2837, -3.9071, 4.0456], [-3.2818, -2.0206, 2.8033], [-3.2580, -0.7734, 4.0642], [-3.6588, -2.4427, 4.4726], [-0.2685, -2.1503, 5.8988], [-1.9644, -2.5077, 6.2305], [-1.4578, -0.8461, 5.8830], [-1.3623, -2.6078, -3.5827], [1.4153, -3.5136, -2.0138], [2.0285, -3.9224, -3.6225], [0.2913, -3.9480, -3.3061], [2.8564, -1.4074, -2.2196], [2.6084, -0.3010, -3.5613], [3.2654, -1.9150, -3.8646], [-0.0716, -2.3406, -5.2690], [1.6674, -2.3160, -5.5657], [0.7929, -0.8002, -5.3091], [4.7507, 4.0754, -1.7941], [3.6473, 3.7485, -1.4324], [3.2676, 2.5316, -1.1798], [2.5760, 4.8070, -1.2532], [2.8941, 6.1405, -1.5556], [1.9354, 7.0900, -1.4066], [0.6522, 6.7202, -0.9469], [-0.3767, 7.6744, -0.7718], [-1.6060, 7.2984, -0.3198], [-1.8545, 5.9429, -0.0205], [-0.8803, 4.9999, -0.1818], [0.3975, 5.3616, -0.6521], [1.3893, 4.4231, -0.8241], [3.8984, 6.3436, -1.8970], [2.1368, 8.1303, -1.6319], [-0.1639, 8.7104, -1.0041], [-2.3889, 8.0327, -0.1877], [-2.8285, 5.6438, 0.3430], [-1.0807, 3.9694, 0.0545]], "forces_ev_per_angstrom": [[-0.649, -0.011, -0.048], [-0.014, -0.001, 0.005], [0.012, -0.015, -0.008], [-0.008, 0.006, 0.011], [-0.001, 0.007, -0.005], [0.047, -0.026, -0.019], [0.051, 0.020, -0.010], [-0.151, 0.077, 0.092], [0.235, 0.280, -0.094], [-0.124, 0.002, -0.014], [0.032, 0.016, -0.040], [0.036, -0.003, -0.003], [0.027, -0.023, 0.031], [0.040, -0.041, 0.062], [0.202, 0.111, -0.122], [0.035, -0.144, 0.231], [-0.044, -0.001, -0.034], [-0.005, 0.005, -0.004], [-0.020, 0.008, 0.013], [0.043, -0.002, -0.022], [0.027, -0.002, 0.015], [0.000, 0.009, 0.007], [-0.016, -0.008, -0.003], [-0.021, -0.006, -0.010], [0.156, -0.039, -0.038], [0.012, -0.098, -0.090], [0.090, -0.034, -0.024], [-0.044, -0.035, -0.020], [-0.031, 0.018, 0.010], [0.000, -0.010, -0.002], [-0.016, 0.011, 0.020], [-0.005, 0.010, -0.002], [-0.005, 0.005, 0.005], [-0.002, -0.007, 0.000], [0.003, 0.001, -0.005], [0.003, -0.001, 0.001], [0.003, 0.007, 0.002], [-0.002, -0.003, 0.000], [0.002, 0.000, -0.005], [-0.005, -0.001, -0.001], [-0.004, -0.001, 0.010], [0.006, 0.000, -0.003], [0.003, 0.011, 0.002], [-0.014, -0.002, -0.003], [0.006, -0.003, 0.000], [0.000, -0.003, 0.000], [-0.003, 0.005, 0.001], [0.009, -0.008, 0.001], [-0.016, 0.003, -0.014], [0.000, 0.009, -0.007], [0.006, -0.004, 0.004], [-0.003, -0.010, 0.006], [-0.002, -0.025, 0.019], [-0.004, 0.000, 0.002], [0.004, 0.002, 0.005], [-0.006, -0.004, -0.010], [0.007, 0.005, 0.001], [-0.002, -0.007, 0.003], [-0.008, 0.004, -0.003], [0.002, 0.008, -0.003], [0.005, 0.000, 0.001], [-0.002, -0.003, 0.000], [-0.006, 0.019, 0.009], [0.003, -0.002, -0.002], [-0.005, 0.000, -0.003], [0.018, -0.005, 0.008], [-0.009, 0.007, 0.017], [-0.007, 0.013, 0.001], [-0.002, 0.007, 0.012], [0.005, 0.010, 0.002], [-0.002, -0.002, -0.001], [0.004, -0.003, -0.003], [0.029, -0.020, -0.016], [-0.014, -0.002, -0.011], [0.074, 0.002, -0.004], [-0.022, 0.055, 0.010], [0.036, -0.067, -0.003], [-0.036, 0.055, 0.007], [0.027, 0.007, -0.013], [-0.005, 0.032, -0.003], [-0.022, -0.034, 0.010], [0.008, 0.030, -0.004], [0.031, -0.040, -0.007], [0.045, -0.017, 0.001], [-0.005, -0.102, 0.091], [-0.002, 0.001, -0.003], [-0.007, -0.004, 0.003], [0.007, -0.004, -0.002], [-0.002, -0.004, 0.002], [-0.001, 0.000, 0.001], [-0.018, 0.012, 0.000]], "lowdin_charge": [1.14, -0.07, -0.56, -0.05, -0.04, -0.17, -0.07, -0.39, 1.25, -0.38, -0.07, -0.18, 0.03, -0.08, -0.39, -0.20, -0.54, -0.07, -0.04, -0.04, -0.56, -0.04, -0.07, -0.05, -0.36, -0.19, -0.07, 0.02, -0.53, -0.05, -0.06, -0.05, 0.09, 0.09, 0.08, 0.08, 0.08, 0.09, 0.08, 0.09, 0.08, 0.10, 0.10, 0.09, 0.08, 0.08, 0.09, 0.09, 0.07, 0.08, 0.09, 0.09, 0.08, 0.09, 0.08, 0.08, 0.08, 0.09, 0.08, 0.08, 0.08, 0.09, 0.10, 0.09, 0.08, 0.07, 0.08, 0.09, 0.08, 0.07, 0.08, 0.09, 0.11, -0.56, -0.11, -0.15, 0.03, 0.02, -0.14, -0.02, -0.06, -0.05, -0.03, -0.17, 0.05, 0.13, 0.13, 0.12, 0.11, 0.11, 0.01]}